Molecular formula: C42H105O28P7
Method: DFT, ωB97M-V/def2-TZVPD

Summary:
- M: 1275.092 g mol⁻¹
- Maximum force: 4.75 eV/A
- Structure (SMILES): CCOP(=O)(OCC)OCC.CCOP(=O)(OCC)OCC.CCOP(=O)(OCC)OCC.CCOP(=O)(OCC)OCC.CCOP(=O)(OCC)OCC.CCOP(=O)(OCC)OCC.CCOP(=O)(OCC)OCC
- Energy relative to the best compared isomer or geometry (same formula, charge and spin): 8.0526 eV
- E_HOMO: -9.99 eV
- DFT total energy: -167621.28537 eV
- Orbital gap: 10.37 eV

Each atom is followed by the atoms it is bonded to, with distances in Å.
Cartesian coordinates (Å):
1 C 5.80213 -4.11627 -5.51840  C2 1.568, H12 1.091, H13 1.090, H14 1.090
2 C 5.73719 -3.04144 -4.37889  C1 1.568, O3 1.432, H15 1.090, H16 1.090
3 O 6.63540 -1.92929 -4.45508  C2 1.432, P4 1.654
4 P 7.32224 -1.36414 -3.06105  O3 1.654, O5 1.457, O6 1.647, O9 1.625
5 O 6.66641 -1.65680 -1.79306  P4 1.457
6 O 7.28929 0.24137 -3.42630  P4 1.647, C7 1.436
7 C 6.54422 1.28275 -2.77675  O6 1.436, C8 1.520, H17 1.090, H18 1.090
8 C 5.09578 1.35046 -3.23136  C7 1.520, H19 1.090, H20 1.090, H21 1.090
9 O 8.85154 -1.85872 -3.30286  P4 1.625, C10 1.404
10 C 9.47043 -1.76255 -4.55909  O9 1.404, C11 1.568, H22 1.090, H23 1.090
11 C 10.14440 -0.34999 -4.65144  C10 1.568, H24 1.090, H25 1.090, H26 1.090
12 H 5.09997 -4.95006 -5.48498  C1 1.091
13 H 5.40901 -3.68250 -6.43826  C1 1.090
14 H 6.76235 -4.62376 -5.61060  C1 1.090
15 H 4.77039 -2.55196 -4.49854  C2 1.090
16 H 5.69653 -3.46351 -3.37463  C2 1.090
17 H 6.56137 1.00542 -1.72231  C7 1.090
18 H 7.21664 2.12080 -2.95803  C7 1.090
19 H 4.56370 2.04059 -2.57597  C8 1.090
20 H 5.04256 1.77257 -4.23518  C8 1.090
21 H 4.52213 0.42437 -3.26488  C8 1.090
22 H 10.16889 -2.59952 -4.54196  C10 1.090
23 H 8.79296 -2.04275 -5.36561  C10 1.090
24 H 9.43453 0.39595 -5.00834  C11 1.090
25 H 10.38584 0.04975 -3.66608  C11 1.090
26 H 11.13513 -0.35724 -5.10569  C11 1.090
27 C 7.80124 -8.42599 3.45563  C28 1.528, H38 1.090, H39 1.090, H40 1.091
28 C 7.67367 -8.01994 4.92297  C27 1.528, O29 1.380, H41 1.090, H42 1.090
29 O 7.24900 -6.71293 5.04562  C28 1.380, P30 1.604
30 P 5.69963 -6.29996 5.09083  O29 1.604, O31 1.479, O32 1.652, O35 1.619
31 O 4.75001 -7.43034 5.00639  P30 1.479
32 O 5.60889 -5.40250 6.47537  P30 1.652, C33 1.403
33 C 4.28941 -5.18724 6.90112  O32 1.403, C34 1.498, H43 1.091, H44 1.090
34 C 4.27034 -4.65453 8.30093  C33 1.498, H45 1.091, H46 1.090, H47 1.089
35 O 5.64242 -5.24761 3.86198  P30 1.619, C36 1.464
36 C 4.32020 -4.92140 3.32437  O35 1.464, C37 1.540, H48 1.090, H49 1.090
37 C 4.35291 -3.44329 2.89319  C36 1.540, H50 1.090, H51 1.090, H52 1.090
38 H 8.33956 -7.68982 2.85925  C27 1.090
39 H 8.22730 -9.41329 3.27705  C27 1.090
40 H 6.76223 -8.53800 3.14383  C27 1.091
41 H 7.10728 -8.74980 5.50137  C28 1.090
42 H 8.69964 -8.06338 5.28981  C28 1.090
43 H 3.90719 -4.32190 6.35728  C33 1.091
44 H 3.67116 -6.06748 6.72608  C33 1.090
45 H 4.83029 -5.47580 8.75149  C34 1.091
46 H 5.02842 -3.89166 8.47929  C34 1.090
47 H 3.30692 -4.44005 8.76146  C34 1.089
48 H 4.10709 -5.65990 2.55096  C36 1.090
49 H 3.61196 -5.30996 4.05667  C36 1.090
50 H 4.50789 -3.28118 1.82654  C37 1.090
51 H 3.44042 -2.91272 3.16512  C37 1.090
52 H 5.20113 -2.94993 3.36755  C37 1.090
53 C 1.29805 2.47143 -5.44408  C54 1.561, H64 1.090, H65 1.091, H66 1.089
54 C 0.96119 1.06099 -6.02142  C53 1.561, O55 1.457, H67 1.090, H68 1.090
55 O 1.27093 -0.05516 -5.13825  C54 1.457, P56 1.603
56 P 2.40224 -1.13204 -5.49745  O55 1.603, O57 1.471, O58 1.572, O61 1.616
57 O 3.67714 -0.55542 -5.95213  P56 1.471
58 O 2.41138 -1.99114 -4.18045  P56 1.572, C59 1.382
59 C 1.34444 -2.57484 -3.52509  O58 1.382, C60 1.519, H69 1.090, H70 1.090
60 C 1.72200 -3.92069 -2.93172  C59 1.519, H71 1.091, H72 1.090, H73 1.090
61 O 1.69801 -2.22301 -6.45856  P56 1.616, C62 1.430
62 C 2.09152 -2.11294 -7.82856  O61 1.430, C63 1.511, H74 1.090, H75 1.090
63 C 1.00567 -2.64550 -8.73432  C62 1.511, H76 1.090, H77 1.090, H78 1.090
64 H 2.36370 2.69684 -5.39990  C53 1.090
65 H 1.02639 3.02146 -6.34588  C53 1.091
66 H 0.79363 2.72362 -4.51210  C53 1.089
67 H -0.12371 1.10846 -6.11459  C54 1.090
68 H 1.47695 0.93499 -6.97319  C54 1.090
69 H 1.13979 -1.92832 -2.67158  C59 1.090
70 H 0.49297 -2.71991 -4.18961  C59 1.090
71 H 1.94839 -4.69396 -3.66706  C60 1.091
72 H 2.60389 -3.93492 -2.29129  C60 1.090
73 H 0.85482 -4.37388 -2.45102  C60 1.090
74 H 2.24729 -1.04736 -7.99587  C62 1.090
75 H 2.97709 -2.74164 -7.92051  C62 1.090
76 H 0.12103 -2.02020 -8.85407  C63 1.090
77 H 1.44221 -2.78641 -9.72357  C63 1.090
78 H 0.66941 -3.65246 -8.48631  C63 1.090
79 C -0.23454 3.38554 3.54337  C80 1.508, H90 1.090, H91 1.091, H92 1.090
80 C -0.33748 2.79119 2.16080  C79 1.508, O81 1.395, H93 1.090, H94 1.090
81 O 0.39334 1.60759 2.06014  C80 1.395, P82 1.649
82 P 1.32563 1.29864 0.73556  O81 1.649, O83 1.517, O84 1.627, O87 1.602
83 O 1.85304 2.43797 -0.11563  P82 1.517
84 O 2.61873 0.50637 1.32557  P82 1.627, C85 1.430
85 C 3.73130 0.15440 0.49860  O84 1.430, C86 1.496, H95 1.090, H96 1.090
86 C 3.53200 -1.03527 -0.38571  C85 1.496, H97 1.090, H98 1.090, H99 1.091
87 O 0.53920 0.16007 -0.07147  P82 1.602, C88 1.422
88 C -0.55278 0.48435 -0.92291  O87 1.422, C89 1.569, H100 1.090, H101 1.090
89 C -1.87260 0.36924 -0.08298  C88 1.569, H102 1.090, H103 1.091, H104 1.090
90 H -0.01782 2.75191 4.40292  C79 1.090
91 H 0.57283 4.11844 3.57827  C79 1.091
92 H -1.03508 4.10708 3.70853  C79 1.090
93 H -1.35168 2.43700 1.97338  C80 1.090
94 H -0.02926 3.51277 1.40409  C80 1.090
95 H 4.03705 0.88649 -0.24937  C85 1.090
96 H 4.59516 -0.04466 1.13251  C85 1.090
97 H 2.92604 -0.81284 -1.26411  C86 1.090
98 H 4.45887 -1.49293 -0.73237  C86 1.090
99 H 3.09284 -1.88189 0.14341  C86 1.091
100 H -0.40870 1.35921 -1.55660  C88 1.090
101 H -0.48774 -0.38119 -1.58277  C88 1.090
102 H -1.77837 0.08402 0.96440  C89 1.090
103 H -2.30154 1.36900 0.00377  C89 1.091
104 H -2.73034 -0.06771 -0.59468  C89 1.090
105 C -10.10429 5.31015 -1.14578  C106 1.583, H116 1.090, H117 1.089, H118 1.090
106 C -8.69433 4.60397 -1.28601  C105 1.583, O107 1.469, H119 1.090, H120 1.090
107 O -7.69712 4.62521 -0.20739  C106 1.469, P108 1.590
108 P -6.21710 5.15204 -0.45084  O107 1.590, O109 1.456, O110 1.612, O113 1.642
109 O -6.07043 6.40699 -1.17496  P108 1.456
110 O -5.42719 3.85828 -0.99807  P108 1.612, C111 1.426
111 C -5.50335 2.58590 -0.35956  O110 1.426, C112 1.480, H121 1.090, H122 1.091
112 C -5.64530 1.46459 -1.31515  C111 1.480, H123 1.090, H124 1.090, H125 1.090
113 O -5.62705 5.24495 1.07913  P108 1.642, C114 1.401
114 C -4.34101 5.76311 1.28050  O113 1.401, C115 1.547, H126 1.090, H127 1.091
115 C -3.75277 5.29661 2.63318  C114 1.547, H128 1.091, H129 1.090, H130 1.090
116 H -9.91118 6.34445 -1.43101  C105 1.090
117 H -10.93430 4.90199 -1.72149  C105 1.089
118 H -10.42987 5.40698 -0.10981  C105 1.090
119 H -8.88875 3.56921 -1.56825  C106 1.090
120 H -8.26937 5.05947 -2.18053  C106 1.090
121 H -4.68995 2.48844 0.35950  C111 1.090
122 H -6.42563 2.48545 0.21387  C111 1.091
123 H -4.86413 1.60006 -2.06354  C112 1.090
124 H -5.63020 0.43486 -0.95660  C112 1.090
125 H -6.65364 1.37403 -1.72031  C112 1.090
126 H -3.56568 5.75188 0.51428  C114 1.090
127 H -4.72859 6.77561 1.39880  C114 1.091
128 H -4.57599 5.30454 3.34878  C115 1.091
129 H -3.42249 4.29004 2.89137  C115 1.090
130 H -3.02107 6.04036 2.94841  C115 1.090
131 C -9.06167 5.91547 5.63263  C132 1.528, H142 1.091, H143 1.090, H144 1.090
132 C -7.54076 5.78728 5.55973  C131 1.528, O133 1.441, H145 1.090, H146 1.090
133 O -7.10025 5.00183 6.68509  C132 1.441, P134 1.619
134 P -5.65029 5.40654 7.27965  O133 1.619, O135 1.551, O136 1.615, O139 1.611
135 O -5.20645 4.69257 8.58288  P134 1.551
136 O -4.72030 5.25566 5.96847  P134 1.615, C137 1.471
137 C -3.29714 5.58786 6.13894  O136 1.471, C138 1.528, H147 1.090, H148 1.090
138 C -2.31321 4.44959 6.40711  C137 1.528, H149 1.090, H150 1.090, H151 1.090
139 O -5.79720 6.99781 7.48072  P134 1.611, C140 1.385
140 C -5.72056 7.59040 8.73026  O139 1.385, C141 1.535, H152 1.090, H153 1.090
141 C -5.22483 9.03770 8.60091  C140 1.535, H154 1.090, H155 1.090, H156 1.090
142 H -9.43921 6.32492 4.69488  C131 1.091
143 H -9.57265 4.95623 5.54855  C131 1.090
144 H -9.30154 6.59419 6.45048  C131 1.090
145 H -7.17467 5.27308 4.67105  C132 1.090
146 H -7.18996 6.81851 5.51947  C132 1.090
147 H -2.96482 5.86060 5.13704  C137 1.090
148 H -3.20261 6.51855 6.69847  C137 1.090
149 H -2.76576 3.72960 5.72456  C138 1.090
150 H -1.26176 4.59297 6.15996  C138 1.090
151 H -2.35209 4.08890 7.43499  C138 1.090
152 H -6.73951 7.63710 9.11532  C140 1.090
153 H -5.06391 7.02076 9.38775  C140 1.090
154 H -5.03504 9.48720 9.57515  C141 1.090
155 H -4.39289 9.12875 7.90250  C141 1.090
156 H -6.03568 9.55689 8.08915  C141 1.090
157 C -2.24076 -4.00149 0.49208  C158 1.617, H168 1.090, H169 1.090, H170 1.090
158 C -3.36269 -4.77964 -0.37501  C157 1.617, O159 1.470, H171 1.090, H172 1.090
159 O -3.26495 -4.68367 -1.83824  C158 1.470, P160 1.606
160 P -2.80020 -3.33114 -2.56902  O159 1.606, O161 1.500, O162 1.629, O165 1.673
161 O -1.43415 -2.72924 -2.42538  P160 1.500
162 O -3.10413 -3.73280 -4.11832  P160 1.629, C163 1.374
163 C -2.20743 -4.13995 -5.07587  O162 1.374, C164 1.604, H173 1.090, H174 1.091
164 C -1.60346 -5.59007 -4.74910  C163 1.604, H175 1.090, H176 1.089, H177 1.090
165 O -3.91500 -2.13245 -2.22601  P160 1.673, C166 1.444
166 C -3.85613 -1.09930 -3.23358  O165 1.444, C167 1.533, H178 1.090, H179 1.090
167 C -5.24739 -0.93681 -3.85577  C166 1.533, H180 1.090, H181 1.090, H182 1.090
168 H -2.21867 -2.96463 0.15757  C157 1.090
169 H -2.47178 -3.96229 1.55651  C157 1.090
170 H -1.39799 -4.67417 0.33508  C157 1.090
171 H -3.32179 -5.81367 -0.03355  C158 1.090
172 H -4.36195 -4.44243 -0.09938  C158 1.090
173 H -2.71566 -4.31037 -6.02548  C163 1.090
174 H -1.49853 -3.36790 -5.37691  C163 1.091
175 H -0.98556 -5.55481 -3.85188  C164 1.090
176 H -2.52565 -6.16903 -4.71790  C164 1.089
177 H -0.86211 -5.69822 -5.54095  C164 1.090
178 H -3.72212 -0.13143 -2.75013  C166 1.090
179 H -3.05250 -1.33471 -3.93069  C166 1.090
180 H -5.83489 -0.54829 -3.02444  C167 1.090
181 H -5.17021 -0.28816 -4.72859  C167 1.090
182 H -5.59055 -1.86919 -4.30424  C167 1.090